Entry 1:
The following is a quantum chemistry calculation of the molecule C4H9NO2, from the Open Molecules 2025 dataset.

Last column: natural (NBO) charge in e.
Element x y z (Å)
C1 0.385 -0.849 2.075  -0.245
O1 -0.204 0.187 1.329  -0.553
C2 0.665 0.719 0.353  -0.082
C3 -0.188 1.258 -0.787  -0.246
N1 -1.099 0.242 -1.287  -0.609
C4 -0.620 -0.841 -1.957  0.525
O2 0.520 -0.952 -2.366  -0.617
H1 0.759 -1.647 1.415  0.169
H2 1.224 -0.488 2.689  0.166
H3 -0.385 -1.262 2.732  0.192
H4 1.323 -0.069 -0.041  0.188
H5 1.294 1.515 0.780  0.173
H6 0.449 1.590 -1.612  0.224
H7 -0.786 2.110 -0.448  0.206
H8 -1.948 0.106 -0.757  0.399
H9 -1.390 -1.619 -2.121  0.111

Cartesian forces, eV/Å:
0.1 -0.2 0.2
-0.1 0.0 0.0
0.2 0.0 -0.2
0.0 0.1 0.0
0.0 -0.2 0.0
0.1 0.0 -0.1
-0.3 0.1 0.1
-0.1 0.1 0.1
-0.1 0.0 -0.1
0.1 0.1 -0.1
-0.1 0.1 0.1
-0.1 -0.1 -0.1
0.0 0.0 0.2
0.1 -0.1 0.0
0.1 0.0 -0.1
0.1 0.1 0.0

Results
spin multiplicity = 1
SMILES = COCCNC=O
gap between HOMO and LUMO = 0.39386 hartree

***

Entry 2:
The following is a quantum chemistry calculation of the molecule C4H9NO2 in a non-equilibrium geometry, from the Open Molecules 2025 dataset.

Last column: natural (NBO) charge in e.
Element x y z (Å)
C1 0.090 2.691 -0.664  -0.713
C2 -0.053 1.490 0.300  0.703
O1 0.101 1.579 1.496  -0.587
N1 -0.358 0.254 -0.313  -0.679
C3 -0.593 -0.828 0.623  -0.238
C4 -0.137 -2.297 0.156  -0.084
O2 0.831 -1.972 -0.901  -0.736
H1 0.311 3.502 0.023  0.233
H2 0.924 2.640 -1.351  0.230
H3 -0.866 2.800 -1.145  0.234
H4 0.485 -0.064 -0.825  0.410
H5 0.029 -0.667 1.498  0.200
H6 -1.667 -0.977 0.786  0.195
H7 -0.954 -2.983 -0.091  0.177
H8 0.307 -2.560 1.124  0.177
H9 1.551 -2.607 -0.716  0.480

Cartesian forces, eV/Å:
0.1 -0.7 1.8
0.8 -0.4 -0.6
-0.4 0.6 0.0
0.8 -0.4 -0.4
-0.7 -1.8 -0.1
0.4 3.5 0.2
0.1 -2.5 1.4
-0.2 0.4 -0.2
0.0 -0.4 -0.3
-0.2 0.3 -0.5
-0.8 0.6 -0.5
-0.7 0.3 0.5
0.2 0.7 0.7
0.4 0.3 -0.6
0.4 -1.0 -0.8
-0.2 0.6 -0.7

Results
spin multiplicity = 1
SMILES = CC(=O)NCCO
gap between HOMO and LUMO = 0.37647 hartree

***

Entry 3:
The following is a quantum chemistry calculation of the molecule C4H9NO2 in a non-equilibrium geometry, from the Open Molecules 2025 dataset.

Last column: natural (NBO) charge in e.
Element x y z (Å)
C1 -1.656 -0.802 0.650  -0.458
N1 -0.653 -0.347 1.658  -0.688
C2 0.686 -0.142 1.678  0.288
O1 1.453 -0.255 0.615  -0.519
C3 1.081 -0.375 -0.758  -0.121
C4 0.924 1.023 -1.319  -0.087
O2 -0.215 1.687 -0.811  -0.720
H1 -2.660 -0.840 1.085  0.216
H2 -1.687 -0.088 -0.184  0.236
H3 -1.422 -1.797 0.254  0.192
H4 -0.530 -0.642 2.635  0.442
H5 1.926 -0.886 -1.223  0.200
H6 0.179 -0.971 -0.896  0.183
H7 1.847 1.583 -1.108  0.176
H8 0.794 0.966 -2.402  0.184
H9 -0.066 1.885 0.125  0.475

Cartesian forces, eV/Å:
0.1 -0.1 0.1
1.0 -0.2 0.2
0.7 0.0 -0.3
0.2 0.3 0.0
-0.1 0.0 -0.4
0.2 -0.1 -0.3
0.0 0.1 0.2
0.4 0.1 0.2
0.1 -0.2 0.4
0.0 0.1 0.1
-2.4 -0.1 -0.1
-0.1 0.1 -0.1
0.1 0.1 0.0
-0.2 -0.1 -0.1
0.0 0.0 0.0
0.0 0.0 -0.2

Results
spin multiplicity = 1
gap between HOMO and LUMO = 0.33389 hartree

***

Entry 4:
The following is a quantum chemistry calculation of the molecule C4H9NO2 in a non-equilibrium geometry, from the Open Molecules 2025 dataset.

Last column: natural (NBO) charge in e.
Element x y z (Å)
C1 -0.766 -1.748 0.854  -0.625
C2 0.483 -0.894 0.973  -0.042
C3 1.553 -1.473 0.069  -0.612
N1 0.241 0.487 0.585  -0.636
C4 -0.339 0.995 -0.524  0.880
O1 -0.660 0.411 -1.533  -0.656
O2 -0.505 2.332 -0.361  -0.710
H1 -1.306 -1.833 -0.088  0.236
H2 -1.519 -1.597 1.636  0.210
H3 -0.453 -2.762 1.059  0.207
H4 0.786 -0.911 1.970  0.201
H5 1.147 -1.608 -0.930  0.226
H6 1.867 -2.463 0.404  0.206
H7 2.402 -0.805 0.003  0.210
H8 0.538 1.220 1.208  0.404
H9 -0.805 2.722 -1.195  0.501

Cartesian forces, eV/Å:
-0.8 -1.0 0.9
-1.1 -0.2 -3.0
0.2 -0.5 -0.1
0.0 1.1 0.8
0.1 -0.5 -0.3
-0.1 -0.1 0.1
0.0 0.5 0.0
0.4 0.7 -0.3
0.1 0.6 -0.1
0.3 -0.6 0.0
0.6 0.3 1.7
-0.1 0.1 -0.2
0.1 0.1 0.1
0.3 0.0 0.0
0.0 -0.2 0.2
0.0 -0.4 0.1

Results
spin multiplicity = 1
SMILES = CC(C)NC(=O)O
gap between HOMO and LUMO = 0.38939 hartree

***

Entry 5:
The following is a quantum chemistry calculation of the molecule C4H9NO2 in a non-equilibrium geometry, from the Open Molecules 2025 dataset.

Last column: natural (NBO) charge in e.
Element x y z (Å)
C1 -2.140 -0.180 0.751  -0.427
N1 -1.734 0.988 0.027  -0.562
C2 -0.875 1.211 -0.858  0.460
O1 0.444 1.024 -0.874  -0.538
C3 1.094 0.155 0.240  0.379
C4 1.399 -1.184 -0.411  -0.654
O2 2.205 0.862 0.620  -0.691
H1 -2.012 0.010 1.821  0.196
H2 -1.626 -1.113 0.504  0.171
H3 -3.209 -0.322 0.566  0.199
H4 -1.159 1.913 -1.645  0.146
H5 0.486 0.053 1.138  0.182
H6 0.473 -1.673 -0.700  0.219
H7 1.942 -1.810 0.297  0.223
H8 2.003 -1.030 -1.303  0.217
H9 2.708 1.093 -0.173  0.477

Cartesian forces, eV/Å:
0.3 0.4 0.9
-1.1 -1.0 -1.4
-0.3 1.7 1.1
1.0 -2.1 1.2
-0.3 0.5 -1.6
-0.2 0.4 0.2
0.3 0.2 0.0
-0.1 -0.2 0.1
0.2 0.1 -0.1
0.1 -0.1 0.1
0.4 0.1 -0.2
-0.4 0.3 -0.4
0.0 -0.1 0.0
0.0 0.0 0.0
0.1 0.0 0.0
0.0 -0.1 0.1

Results
spin multiplicity = 1
SMILES = C/N=C\O[C@@H](C)O
gap between HOMO and LUMO = 0.34017 hartree

***

Entry 6:
The following is a quantum chemistry calculation of the molecule C4H9NO2 in a non-equilibrium geometry, from the Open Molecules 2025 dataset.

Last column: natural (NBO) charge in e.
Element x y z (Å)
N1 0.211 2.233 0.263  -0.904
C1 -0.543 1.456 -0.692  0.715
O1 -0.537 1.478 -1.938  -0.557
C2 -1.182 0.323 0.263  -0.498
C3 -0.166 -0.639 0.672  -0.442
C4 0.437 -1.384 -0.458  -0.058
O2 0.974 -2.617 -0.107  -0.705
H1 0.991 1.778 0.737  0.403
H2 0.376 3.102 -0.222  0.387
H3 -1.918 -0.166 -0.370  0.222
H4 -1.658 0.714 1.206  0.233
H5 -0.624 -1.433 1.313  0.227
H6 0.652 -0.199 1.188  0.186
H7 1.334 -0.727 -0.897  0.133
H8 -0.103 -1.516 -1.415  0.200
H9 1.758 -2.403 0.457  0.460

Cartesian forces, eV/Å:
-1.0 1.0 -2.5
0.9 -2.6 0.9
-0.4 0.8 4.0
-1.8 2.0 -1.6
-0.3 -2.5 0.4
2.9 1.6 -3.4
1.3 -0.4 1.2
-0.5 0.3 -0.4
1.2 0.3 0.4
-0.3 -0.3 0.2
0.3 0.2 -1.4
0.3 0.8 -0.1
0.6 0.5 1.0
-1.5 -0.9 0.8
-0.7 0.0 1.0
-1.0 -0.7 -0.6

Results
spin multiplicity = 1
SMILES = NC(=O)CCCO
gap between HOMO and LUMO = 0.39398 hartree

***

Entry 7:
The following is a quantum chemistry calculation of C4H9NO2 as an isolated structure, from the Open Molecules 2025 dataset.

Last column: natural (NBO) charge in e.
Element x y z (Å)
C1 -0.904 -0.082 -1.319  -0.758
C2 0.145 -0.627 0.469  0.228
C3 1.547 -0.202 0.098  -0.149
O1 2.342 -0.302 1.258  -0.696
N1 -0.473 0.152 1.378  -0.673
C4 -0.951 1.065 0.123  0.412
O2 -0.363 2.115 -0.082  -0.662
H1 -1.637 -0.897 -1.282  0.205
H2 0.005 -0.414 -1.828  0.213
H3 -1.311 0.715 -1.950  0.250
H4 -0.110 -1.682 0.366  0.207
H5 1.970 -0.885 -0.644  0.189
H6 1.517 0.820 -0.302  0.219
H7 1.958 0.316 1.897  0.481
H8 -1.287 -0.308 1.782  0.366
H9 -2.037 0.914 0.237  0.167

Cartesian forces, eV/Å:
0.0 -0.1 -0.3
0.0 -0.1 0.0
-0.1 0.0 -0.3
0.0 0.2 0.2
0.0 -0.2 0.0
-0.3 0.4 0.0
-0.1 -0.3 0.1
0.1 0.1 0.0
-0.1 0.0 0.1
0.1 -0.1 0.1
0.0 0.1 0.0
-0.1 0.1 0.1
0.0 -0.1 0.1
0.1 -0.1 0.0
0.1 0.1 0.0
0.2 0.1 -0.1

Results
spin multiplicity = 1
gap between HOMO and LUMO = 0.33893 hartree

***

Entry 8:
The following is a quantum chemistry calculation of the molecule C4H9NO2, from the Open Molecules 2025 dataset.

Last column: natural (NBO) charge in e.
Element x y z (Å)
C1 -0.408 -0.913 -1.806  -0.466
N1 -0.641 0.560 -1.677  -0.443
C2 -1.050 0.854 -0.523  0.370
O1 -1.250 -0.114 0.410  -0.555
C3 -0.249 -0.290 1.406  -0.092
C4 1.027 0.538 1.266  -0.105
O2 1.828 0.207 0.153  -0.717
H1 0.570 -1.054 -2.259  0.205
H2 -0.435 -1.532 -0.898  0.203
H3 -1.197 -1.275 -2.463  0.211
H4 -1.318 1.856 -0.176  0.169
H5 -0.761 -0.034 2.334  0.188
H6 0.028 -1.353 1.414  0.189
H7 0.795 1.613 1.293  0.167
H8 1.626 0.317 2.156  0.195
H9 1.436 0.619 -0.630  0.480

Cartesian forces, eV/Å:
0.1 0.2 -0.6
-0.1 -0.8 0.6
0.0 -0.1 0.1
-0.5 0.3 0.4
0.1 0.0 0.4
-0.2 0.1 0.3
-0.1 0.1 -0.2
-0.1 0.0 -0.3
0.0 0.6 -0.3
0.2 -0.1 -0.2
0.2 0.0 -0.4
0.4 -0.1 0.4
-0.1 0.2 0.0
0.0 -0.1 0.0
-0.1 0.1 -0.1
0.1 -0.1 0.1

Results
spin multiplicity = 1
SMILES = C/N=C\OCCO
gap between HOMO and LUMO = 0.40880 hartree

***

Entry 9:
The following is a quantum chemistry calculation of the molecule C4H9NO2 in a non-equilibrium geometry, from the Open Molecules 2025 dataset.

Last column: natural (NBO) charge in e.
Element x y z (Å)
C1 2.435 0.207 -1.205  -0.627
C2 0.866 0.176 -1.293  -0.389
C3 0.250 0.016 0.171  -0.166
N1 0.849 -1.148 0.861  -0.837
C4 -1.172 0.182 0.493  0.774
O1 -1.645 0.033 1.655  -0.629
O2 -1.957 0.630 -0.482  -0.672
H1 2.896 1.131 -1.134  0.202
H2 2.692 -0.429 -0.280  0.238
H3 2.844 -0.150 -2.107  0.209
H4 0.662 1.157 -1.718  0.222
H5 0.496 -0.703 -1.915  0.206
H6 0.623 0.891 0.702  0.225
H7 0.695 -2.053 0.441  0.356
H8 0.561 -1.387 1.775  0.384
H9 -2.876 0.792 -0.171  0.506

Cartesian forces, eV/Å:
-1.7 -2.9 2.2
0.2 -0.7 0.8
2.3 -0.3 -0.1
0.5 -0.4 -1.1
-3.5 -0.2 3.5
1.7 0.1 -3.4
-0.4 0.2 -0.8
0.2 2.2 0.7
0.2 0.8 -1.7
0.5 -1.1 -1.0
-1.1 -0.3 -0.1
0.5 1.4 0.5
0.4 0.2 0.2
-0.1 0.2 -1.1
-0.7 1.1 1.4
0.9 -0.3 0.2

Results
spin multiplicity = 1
SMILES = CC[C@H](N)C(=O)O
gap between HOMO and LUMO = 0.37983 hartree

***

Entry 10:
The following is a quantum chemistry calculation of the molecule C4H9NO2 in a non-equilibrium geometry, from the Open Molecules 2025 dataset.

Last column: natural (NBO) charge in e.
Element x y z (Å)
C1 -1.291 -0.788 -1.566  -0.609
C2 -0.714 -0.363 -0.234  0.094
O1 -1.551 0.621 0.356  -0.715
C3 0.806 -0.311 -0.272  -0.533
C4 1.519 0.265 0.949  0.682
N1 1.003 1.416 1.491  -0.875
O2 2.467 -0.317 1.431  -0.584
H1 -1.122 -0.023 -2.328  0.199
H2 -2.355 -0.968 -1.437  0.223
H3 -0.812 -1.686 -1.925  0.212
H4 -0.945 -1.284 0.321  0.146
H5 -1.213 0.752 1.255  0.477
H6 1.181 0.266 -1.125  0.221
H7 1.167 -1.336 -0.320  0.251
H8 1.179 1.572 2.470  0.405
H9 0.681 2.186 0.933  0.407

Cartesian forces, eV/Å:
0.0 1.1 -0.5
-1.3 -2.5 0.4
1.0 0.6 -0.2
0.4 1.4 0.4
0.1 -0.6 -0.4
-0.2 -0.1 0.5
-0.3 0.0 0.4
-0.2 0.1 -0.1
-0.1 0.0 -0.2
0.2 -0.4 0.0
0.4 0.0 0.6
-0.1 0.1 -0.3
-0.1 -0.1 -0.2
0.0 0.1 -0.3
0.5 0.3 -0.2
-0.3 -0.1 -0.1

Results
spin multiplicity = 1
SMILES = C[C@H](O)CC(N)=O
gap between HOMO and LUMO = 0.39193 hartree

***

In order of appearance, relative energy (zero: lowest compared OMol25 entry of this formula, charge and spin) = 1.359; 2.060; 4.278; 0.246; 2.738; 2.293; 5.242; 2.703; 1.573; 1.084 eV.